{
  "formula": "C54H66BN6O6PSSn",
  "method": "the ωB97M-V functional and the def2-TZVPD basis",
  "symbols": ["Sn", "C", "C", "C", "C", "C", "C", "C", "N", "C", "C", "C", "C", "C", "C", "C", "N", "C", "C", "C", "C", "H", "H", "H", "H", "H", "H", "H", "H", "H", "H", "H", "H", "H", "H", "H", "H", "H", "H", "H", "H", "H", "H", "H", "H", "O", "C", "N", "C", "C", "C", "O", "B", "O", "C", "C", "C", "H", "H", "H", "H", "H", "H", "H", "H", "H", "H", "H", "H", "N", "P", "C", "C", "C", "C", "C", "C", "C", "C", "C", "C", "C", "C", "C", "C", "C", "C", "C", "C", "H", "H", "H", "H", "H", "H", "H", "H", "H", "H", "H", "H", "H", "H", "H", "S", "C", "C", "N", "C", "H", "H", "H", "C", "C", "C", "O", "C", "H", "H", "H", "H", "H", "H", "H", "H", "O", "C", "C", "C", "C", "O", "N", "H", "H", "H", "H"],
  "coordinates": [[-0.3569, -0.1532, -0.4356], [5.7283, 1.1579, 4.2615], [4.3796, 0.7054, 4.8332], [4.5850, -0.6735, 5.4816], [3.9398, 1.7077, 5.9090], [3.3083, 0.6188, 3.7490], [3.4730, 1.1889, 2.4941], [2.4948, 0.9829, 1.5322], [1.3651, 0.3492, 1.7781], [1.1510, -0.1458, 2.9926], [2.1180, -0.0608, 3.9883], [-0.1914, -0.7647, 3.2241], [-0.6518, -1.0579, 4.5028], [-1.9212, -1.5907, 4.6973], [-2.6850, -1.8300, 3.5641], [-2.1574, -1.5042, 2.3198], [-0.9517, -0.9908, 2.1497], [-2.4156, -1.8732, 6.1149], [-2.3984, -0.5645, 6.9188], [-1.4884, -2.9019, 6.7770], [-3.8412, -2.4265, 6.1291], [6.5079, 1.0328, 5.0167], [5.7067, 2.2112, 3.9743], [5.9965, 0.5654, 3.3852], [5.4421, -0.6435, 6.1595], [4.7659, -1.4296, 4.7155], [3.7123, -0.9790, 6.0603], [4.7104, 1.7943, 6.6817], [3.0088, 1.3878, 6.3813], [3.7761, 2.6942, 5.4709], [4.3511, 1.7645, 2.2378], [2.6223, 1.3406, 0.5157], [1.9531, -0.5405, 4.9445], [-0.0241, -0.8393, 5.3570], [-3.6835, -2.2406, 3.6228], [-2.7358, -1.6377, 1.4098], [-1.3870, -0.1669, 7.0081], [-2.7936, -0.7309, 7.9253], [-3.0096, 0.1913, 6.4222], [-0.4687, -2.5219, 6.8526], [-1.4601, -3.8212, 6.1884], [-1.8417, -3.1419, 7.7841], [-4.5427, -1.7148, 5.6899], [-4.1486, -2.6158, 7.1603], [-3.9062, -3.3661, 5.5768], [-1.7011, 3.1566, 2.4550], [-1.3870, 2.3793, 1.5833], [-1.0840, 1.6305, 0.7232], [-5.3897, 1.7602, -2.0476], [-4.8593, 0.3939, -1.6413], [-5.9023, -0.3253, -0.7846], [-3.6942, 0.5691, -0.8302], [-2.7046, -0.3574, -1.1874], [-3.1767, -1.1125, -2.2698], [-4.3366, -0.4827, -2.8219], [-5.3074, -1.5487, -3.3033], [-3.8585, 0.3560, -4.0071], [-5.7779, 2.2695, -1.1626], [-6.1960, 1.6667, -2.7811], [-4.5903, 2.3759, -2.4578], [-6.0940, 0.2795, 0.1034], [-5.5155, -1.2916, -0.4565], [-6.8418, -0.4752, -1.3230], [-5.5000, -2.2845, -2.5232], [-4.8691, -2.0698, -4.1568], [-6.2548, -1.0999, -3.6168], [-3.1300, 1.0948, -3.6620], [-4.6844, 0.8608, -4.5152], [-3.3525, -0.3050, -4.7137], [-0.4097, 1.1609, -2.2737], [0.2029, 2.4286, -2.8266], [1.7797, 3.0280, -2.0966], [2.8501, 2.1286, -2.1439], [4.0419, 2.4195, -1.4980], [4.1634, 3.5936, -0.7618], [3.0925, 4.4724, -0.6772], [1.9046, 4.1924, -1.3455], [0.6131, 2.3395, -4.6240], [-0.3530, 1.7152, -5.4173], [-0.1182, 1.4628, -6.7592], [1.1020, 1.8135, -7.3256], [2.0711, 2.4268, -6.5478], [1.8267, 2.6929, -5.2042], [-0.9002, 3.8993, -2.7445], [-1.8955, 3.8521, -1.7686], [-2.8001, 4.8992, -1.6492], [-2.7365, 5.9805, -2.5210], [-1.7644, 6.0164, -3.5140], [-0.8461, 4.9791, -3.6225], [2.7241, 1.1909, -2.6772], [4.8729, 1.7254, -1.5549], [5.0899, 3.8173, -0.2446], [3.1798, 5.3792, -0.0899], [1.0711, 4.8826, -1.2891], [-1.2823, 1.4109, -4.9468], [-0.8727, 0.9648, -7.3567], [1.3036, 1.5870, -8.3663], [3.0271, 2.6928, -6.9838], [2.5957, 3.1612, -4.6027], [-1.9348, 2.9826, -1.1160], [-3.5497, 4.8768, -0.8668], [-3.4400, 6.7998, -2.4236], [-1.7184, 6.8599, -4.1944], [-0.0760, 5.0083, -4.3866], [-0.6679, -2.1380, -5.2322], [-0.8105, -3.7654, -4.6929], [-0.5949, -3.8107, -3.3539], [-0.3465, -2.6052, -2.7484], [-0.3367, -1.6392, -3.6069], [-1.0138, -4.5707, -5.3801], [-0.6172, -4.7127, -2.7556], [-0.1523, -0.5927, -3.3669], [-0.3181, -5.6578, 0.7030], [1.0687, -5.3145, 0.1073], [1.1944, -3.7989, 0.3427], [0.3369, -3.5473, 1.4577], [-0.8284, -4.2892, 1.1785], [-0.2213, -6.3443, 1.5463], [-0.9932, -6.1078, -0.0274], [1.1275, -5.5523, -0.9558], [1.8603, -5.8574, 0.6257], [0.8508, -3.2348, -0.5310], [2.1919, -3.4533, 0.6054], [-1.4011, -3.8039, 0.3742], [-1.4386, -4.3262, 2.0816], [2.6103, -1.2194, -3.9988], [3.2934, -1.3607, -2.9901], [4.8148, -1.6269, -3.1040], [5.2176, -1.8975, -1.6683], [3.9330, -1.5492, -0.8785], [3.9377, -1.5535, 0.3527], [2.8894, -1.2886, -1.6976], [5.2854, -0.7325, -3.5190], [4.9869, -2.4533, -3.7945], [6.0488, -1.2945, -1.2990], [5.4504, -2.9479, -1.4791]],
  "atomic_forces_ev_per_a": [[-0.4, 0.0, -1.0], [-0.1, 0.0, 0.0], [0.1, 0.0, 0.1], [-0.1, 0.0, -0.1], [0.0, 0.0, 0.0], [0.1, 0.0, -0.1], [0.0, 0.0, 0.1], [-0.1, 0.0, 0.0], [-0.1, 0.0, 0.4], [0.1, 0.1, -0.1], [0.0, -0.1, 0.1], [-0.1, -0.1, 0.0], [0.1, 0.0, 0.0], [0.0, -0.1, 0.0], [0.0, 0.0, 0.0], [0.1, 0.1, 0.1], [-0.1, 0.2, 0.3], [0.0, 0.0, 0.0], [0.0, 0.0, 0.0], [0.0, 0.0, 0.0], [0.1, 0.0, 0.0], [0.0, 0.0, 0.0], [0.0, 0.0, -0.1], [0.0, 0.0, 0.0], [0.0, 0.0, 0.0], [0.0, 0.0, 0.0], [0.0, 0.0, 0.0], [0.0, 0.0, 0.0], [0.0, 0.0, 0.0], [0.0, 0.0, 0.0], [0.0, -0.1, 0.0], [0.0, 0.0, 0.0], [0.0, 0.0, 0.0], [0.0, 0.0, 0.0], [0.0, 0.0, 0.0], [0.0, 0.0, 0.0], [0.0, 0.0, 0.0], [0.0, 0.0, 0.0], [0.0, 0.0, 0.0], [0.0, 0.0, 0.0], [0.0, 0.0, 0.0], [0.0, 0.0, 0.0], [0.0, 0.0, 0.0], [0.0, 0.0, 0.0], [0.0, 0.0, 0.0], [0.0, -0.1, -0.1], [0.0, 0.0, 0.1], [-0.1, 0.3, 0.1], [0.1, 0.0, 0.1], [-0.1, -0.2, 0.0], [0.1, 0.0, 0.0], [0.0, 0.1, -0.1], [0.3, 0.1, 0.3], [-0.1, -0.1, 0.1], [0.0, 0.2, -0.1], [0.1, 0.0, 0.0], [0.1, 0.0, 0.1], [0.0, 0.0, 0.0], [0.0, 0.0, 0.0], [0.0, 0.0, -0.1], [0.0, 0.0, 0.0], [0.0, 0.0, 0.0], [0.0, 0.0, 0.0], [0.0, 0.0, 0.0], [0.0, 0.0, 0.0], [0.0, 0.0, 0.0], [0.0, 0.0, 0.0], [0.0, 0.0, 0.0], [0.0, 0.0, 0.0], [-0.2, -0.3, 0.1], [0.1, 0.3, -0.1], [0.0, -0.2, 0.2], [0.0, 0.0, -0.1], [0.0, 0.0, 0.0], [0.0, 0.0, 0.0], [0.0, 0.0, 0.0], [0.0, 0.0, -0.1], [0.0, -0.2, 0.0], [0.0, 0.1, 0.0], [0.0, 0.0, 0.1], [0.0, 0.0, 0.0], [0.0, 0.1, 0.0], [-0.1, 0.1, 0.0], [0.0, 0.0, -0.1], [0.0, 0.0, 0.0], [0.0, 0.1, 0.0], [0.1, 0.0, 0.0], [0.0, 0.0, 0.0], [0.0, 0.0, 0.1], [0.0, 0.0, 0.0], [0.0, 0.0, 0.0], [0.0, 0.0, 0.0], [0.0, 0.0, 0.0], [0.0, 0.0, 0.1], [0.0, 0.0, -0.1], [0.0, 0.0, 0.0], [0.0, 0.0, 0.0], [0.0, 0.0, 0.0], [0.0, 0.0, 0.0], [0.0, 0.0, 0.0], [0.0, 0.0, 0.0], [0.0, 0.0, 0.0], [0.0, 0.0, 0.0], [0.0, 0.0, 0.0], [0.0, 0.0, 0.1], [0.0, 0.1, -0.1], [-0.1, 0.1, -0.1], [0.1, -0.2, 0.0], [0.0, -0.2, -0.2], [0.0, 0.0, 0.1], [0.0, 0.0, 0.0], [0.0, -0.1, 0.0], [0.0, 0.0, 0.0], [-0.1, 0.1, -0.1], [0.0, 0.0, 0.0], [0.0, -0.1, 0.1], [0.1, 0.0, -0.1], [0.0, 0.0, 0.0], [0.0, 0.0, 0.0], [0.1, 0.0, 0.0], [0.0, 0.0, 0.0], [0.0, 0.1, 0.1], [0.0, 0.0, 0.0], [0.0, 0.0, 0.0], [0.0, 0.0, 0.0], [-0.1, 0.1, 0.0], [0.3, -0.1, 0.1], [-0.1, -0.1, 0.1], [-0.1, 0.0, 0.0], [0.1, -0.1, -0.1], [0.0, 0.0, 0.0], [0.1, 0.0, -0.1], [0.0, 0.0, -0.1], [0.0, 0.0, 0.0], [0.0, 0.0, 0.0], [0.0, 0.0, 0.0]],
  "charge": -2,
  "energy_ev": -104931.7102,
  "fmax_ha_per_bohr": 0.0204,
  "orbital_gap_ha": 0.149,
  "lumo_ev": 3.7
}

{
  "formula": "C16H34N2O6P2Ti",
  "method": "the ωB97M-V functional and the def2-TZVPD basis",
  "symbols": ["Ti", "O", "C", "C", "N", "C", "C", "O", "O", "C", "C", "O", "O", "H", "H", "H", "H", "H", "H", "H", "H", "H", "C", "P", "C", "C", "C", "P", "C", "C", "H", "H", "H", "H", "H", "H", "H", "H", "H", "H", "H", "H", "H", "H", "H", "H", "C", "N", "C", "C", "C", "O", "H", "H", "H", "H", "H", "H", "H", "H", "H"],
  "coordinates": [[-0.5097, -0.2621, 0.0937], [-1.3276, 1.1225, 1.9012], [-2.7101, 0.8015, 2.1298], [-3.4248, 0.3637, 0.8569], [-2.7506, -0.7356, 0.1708], [-2.8508, -2.0088, 0.9001], [-1.8852, -2.0884, 2.0905], [-2.2395, -2.6525, 3.1132], [-0.7460, -1.5228, 1.8817], [-3.1566, -0.8989, -1.2325], [-1.9829, -1.3857, -2.1131], [-2.1478, -1.3871, -3.3268], [-0.9280, -1.7252, -1.4724], [-0.8110, 0.4044, 2.3125], [-3.1992, 1.7054, 2.4989], [-2.7906, 0.0397, 2.9061], [-3.4713, 1.2110, 0.1715], [-4.4586, 0.1022, 1.1304], [-2.5564, -2.8025, 0.2123], [-3.8770, -2.1937, 1.2348], [-3.5122, 0.0513, -1.6272], [-3.9816, -1.6141, -1.3299], [1.9999, -1.8469, -2.7745], [1.5839, -0.2837, -1.9335], [3.2304, 0.5126, -1.7585], [0.8391, 0.6811, -3.3059], [0.4278, 2.0650, -2.8035], [-0.7844, 1.9421, -1.4144], [-0.4386, 3.4605, -0.4581], [-2.3211, 2.4187, -2.2979], [2.5408, -1.6876, -3.7091], [1.0619, -2.3659, -2.9711], [2.6093, -2.4684, -2.1165], [3.7540, 0.6187, -2.7109], [3.8465, -0.0889, -1.0877], [3.1183, 1.4955, -1.2991], [-0.0351, 0.1138, -3.6438], [1.5324, 0.7614, -4.1485], [-0.0121, 2.6612, -3.6067], [1.2993, 2.6179, -2.4408], [-0.3852, 4.3436, -1.0978], [0.5041, 3.3391, 0.0765], [-1.2228, 3.6010, 0.2864], [-2.2038, 3.3842, -2.7935], [-3.1620, 2.4853, -1.6069], [-2.5499, 1.6590, -3.0480], [3.4991, -1.5674, 3.6214], [2.8050, -0.5187, 2.8918], [2.6613, 0.7661, 3.5551], [2.0947, -0.7833, 1.7822], [2.1652, -2.1734, 1.2145], [1.4044, 0.1015, 1.2471], [4.1482, -1.1029, 4.3601], [4.1192, -2.1655, 2.9571], [2.8001, -2.2262, 4.1420], [3.6411, 1.1304, 3.8641], [2.0232, 0.6754, 4.4377], [2.2116, 1.4720, 2.8651], [1.7824, -2.8937, 1.9374], [3.1901, -2.4480, 0.9594], [1.5391, -2.2097, 0.3263]],
  "atomic_forces_ev_per_a": [[0.7, 0.0, -0.6], [0.1, -0.4, -0.2], [-0.1, 0.1, 0.0], [-0.1, 0.1, 0.1], [0.3, 0.1, 0.0], [0.0, 0.0, 0.0], [-0.2, -0.1, 0.1], [0.1, 0.0, -0.1], [0.2, 0.2, -0.3], [-0.1, -0.1, 0.0], [-0.2, 0.1, -0.1], [0.0, 0.0, 0.0], [0.1, 0.2, 0.3], [-0.1, 0.1, 0.3], [0.0, 0.0, 0.0], [0.0, 0.0, 0.0], [0.0, 0.0, 0.0], [0.0, 0.0, 0.0], [0.0, 0.0, 0.0], [0.0, 0.0, 0.0], [0.0, 0.0, 0.0], [0.0, 0.0, 0.0], [0.0, 0.0, 0.0], [-0.3, -0.1, 0.2], [0.0, 0.0, 0.0], [0.0, 0.0, 0.0], [0.0, 0.0, 0.0], [-0.1, -0.2, 0.1], [0.0, 0.1, 0.0], [0.0, 0.0, 0.0], [0.0, 0.0, 0.0], [0.0, 0.0, 0.0], [0.0, 0.0, 0.0], [0.0, 0.0, 0.0], [0.0, 0.0, 0.0], [0.0, 0.0, 0.0], [0.0, 0.0, 0.0], [0.0, 0.0, 0.0], [0.0, 0.0, 0.0], [0.0, 0.0, 0.0], [0.0, 0.0, 0.0], [0.0, 0.0, 0.0], [0.0, 0.0, 0.0], [0.0, 0.0, 0.0], [0.0, 0.0, 0.0], [0.0, 0.0, 0.0], [0.0, 0.0, 0.0], [0.0, 0.0, -0.1], [0.0, 0.0, 0.0], [-0.1, 0.0, 0.0], [0.0, 0.0, 0.0], [-0.2, 0.1, 0.1], [0.0, 0.0, 0.0], [0.0, 0.0, 0.0], [0.0, 0.0, 0.0], [0.0, 0.0, 0.0], [0.0, 0.0, 0.0], [0.0, 0.0, 0.0], [0.0, 0.0, 0.0], [0.0, 0.0, 0.0], [0.0, -0.1, 0.0]],
  "charge": 0,
  "s_squared": 2.004,
  "spin_multiplicity": 3,
  "energy_ev": -74105.8003,
  "fmax_ha_per_bohr": 0.0179,
  "orbital_gap_ha": [0.238, 0.322],
  "lumo_ev": [0.4, 0.4]
}

{
  "formula": "C20H28N4O5S",
  "method": "the ωB97M-V functional and the def2-TZVPD basis",
  "symbols": ["C", "H", "O", "C", "C", "C", "C", "C", "C", "O", "C", "H", "H", "H", "H", "S", "O", "O", "N", "C", "C", "C", "C", "O", "N", "H", "C", "H", "C", "H", "H", "C", "N", "C", "N", "C", "C", "H", "H", "H", "H", "H", "H", "C", "C", "H", "H", "H", "H", "H", "H", "H", "H", "H", "H", "H", "H", "H"],
  "coordinates": [[-5.7727, -2.5981, 0.6456], [-6.8042, -2.6969, 0.9804], [-5.5811, -1.2180, 0.4397], [-4.3720, -0.7753, -0.0156], [-3.2954, -1.6266, -0.2478], [-2.0743, -1.1473, -0.6910], [-1.9342, 0.2044, -0.9142], [-2.9811, 1.0735, -0.6952], [-4.2173, 0.6110, -0.2507], [-5.1427, 1.5852, -0.0719], [-6.4994, 1.2910, 0.1900], [-6.6322, 0.8242, 1.1674], [-6.9285, 0.6486, -0.5810], [-7.0018, 2.2579, 0.1772], [-2.8571, 2.1267, -0.8858], [-0.3467, 0.8639, -1.3824], [-0.4986, 2.0623, -2.1533], [0.4555, -0.1948, -1.9331], [0.3743, 1.2963, 0.0429], [0.5664, 0.2469, 1.0162], [1.4739, 0.7269, 2.1545], [2.4098, 1.8627, 1.7204], [3.5075, 1.3713, 0.7686], [4.6378, 1.1632, 1.1712], [3.1503, 1.2328, -0.5185], [2.1769, 1.3254, -0.7753], [4.0812, 0.9064, -1.5708], [4.0467, 1.7077, -2.3182], [3.7714, -0.4228, -2.2645], [4.2601, -0.4184, -3.2399], [2.6926, -0.4983, -2.4211], [4.2681, -1.6514, -1.4917], [3.3808, -2.0577, -0.4371], [3.5559, -1.9115, 0.8946], [2.5691, -2.4241, 1.5803], [1.7093, -2.9320, 0.6565], [2.1945, -2.7141, -0.6007], [1.8041, -2.9510, -1.5685], [0.8047, -3.4220, 0.9583], [4.4065, -1.4190, 1.3217], [4.3745, -2.4921, -2.1864], [5.2450, -1.4423, -1.0473], [5.0777, 0.8881, -1.1202], [1.6035, 3.0540, 1.1602], [0.2386, 2.6156, 0.6022], [-0.5238, 2.6177, 1.3934], [-0.0873, 3.2765, -0.2012], [2.1822, 3.5404, 0.3741], [1.4366, 3.7877, 1.9500], [2.9565, 2.1908, 2.6106], [2.0547, -0.1196, 2.5223], [0.8596, 1.0985, 2.9773], [1.0081, -0.5959, 0.4860], [-0.4002, -0.0827, 1.4284], [-1.2422, -1.8071, -0.8716], [-3.4018, -2.6846, -0.0742], [-5.1036, -2.9874, 1.4188], [-5.6368, -3.1664, -0.2793]],
  "atomic_forces_ev_per_a": [[0.0, -0.2, 0.0], [0.1, -0.1, 0.0], [0.3, 0.4, -0.1], [-0.1, 0.0, 0.0], [-0.1, 0.0, 0.0], [0.0, -0.1, 0.0], [0.6, 0.1, -0.2], [-0.4, 0.0, 0.1], [0.3, 0.0, -0.1], [0.3, -0.1, 0.0], [-0.5, 0.0, 0.1], [0.0, 0.1, -0.1], [0.0, 0.0, 0.0], [0.0, -0.1, 0.0], [-0.1, 0.2, 0.0], [0.1, 0.1, 0.2], [-0.3, 0.1, 0.2], [-0.3, -0.2, 0.3], [-0.4, -0.2, -0.9], [0.1, -0.7, 0.3], [0.0, 0.1, -0.1], [0.1, 0.0, 0.2], [-0.4, 0.4, 0.3], [0.5, -0.2, 0.2], [0.0, -0.2, -0.4], [0.1, 0.1, 0.2], [0.1, -0.1, -0.2], [0.1, -0.1, 0.1], [0.2, 0.0, 0.3], [0.0, 0.0, 0.0], [0.1, -0.1, -0.1], [0.2, 0.3, -0.6], [-0.2, -0.2, 0.3], [0.1, 0.0, 0.2], [0.0, 0.0, 0.5], [0.0, -0.1, -0.3], [-0.3, -0.2, 0.0], [-0.1, 0.0, -0.2], [-0.2, -0.1, 0.0], [0.3, 0.2, 0.0], [0.1, 0.1, 0.2], [-0.1, -0.1, -0.1], [-0.1, 0.1, -0.1], [-0.1, -0.1, 0.0], [-0.2, 0.7, 0.0], [0.0, 0.0, -0.1], [0.0, 0.1, 0.2], [0.0, 0.1, 0.0], [0.0, 0.0, 0.0], [0.0, -0.1, -0.2], [-0.1, 0.0, 0.1], [0.0, 0.0, 0.0], [0.0, 0.0, 0.2], [0.1, 0.0, 0.0], [0.1, -0.2, 0.0], [-0.1, -0.1, 0.0], [0.0, 0.0, 0.0], [0.0, 0.0, 0.0]],
  "smiles": "COc1ccc(S(=O)(=O)N2CCC(C(=O)NCCCn3ccnc3)CC2)cc1OC",
  "charge": 0,
  "energy_ev": -48227.1093,
  "fmax_ha_per_bohr": 0.0186,
  "orbital_gap_ha": 0.333,
  "lumo_ev": 0.5
}

{
  "formula": "C5H7NO2",
  "method": "the ωB97M-V functional and the def2-TZVPD basis",
  "symbols": ["C", "C", "C", "C", "C", "N", "O", "O", "H", "H", "H", "H", "H", "H", "H"],
  "coordinates": [[0.6036, 1.5254, -0.1435], [1.0537, 0.2443, -0.0445], [-1.1334, 0.2583, -0.0022], [2.3981, -0.3623, -0.0042], [-2.5276, -0.2035, 0.0860], [-0.0818, -0.5000, 0.0403], [-0.2373, -2.3823, 0.0412], [-0.7572, 1.5291, -0.1134], [1.0988, 2.4692, -0.2335], [2.4208, -1.2131, -0.6825], [3.1631, 0.3600, -0.2739], [2.5929, -0.7450, 0.9969], [-3.1022, 0.1168, -0.7816], [-2.4861, -1.2893, 0.1339], [-3.0054, 0.1924, 0.9810]],
  "atomic_forces_ev_per_a": [[0.9, -0.5, 0.0], [-0.2, 1.2, -0.1], [0.5, -0.6, 0.1], [0.0, -0.1, 0.0], [-0.1, 0.2, 0.0], [-1.1, -4.2, 0.0], [0.4, 3.6, 0.0], [-0.5, 0.3, 0.0], [0.0, 0.2, 0.0], [0.1, 0.0, 0.0], [0.0, 0.0, 0.0], [0.1, 0.0, 0.0], [0.0, 0.0, 0.0], [0.0, 0.0, 0.0], [0.0, 0.0, 0.0]],
  "charge": 0,
  "energy_ev": -10879.0045,
  "fmax_ha_per_bohr": 0.0846,
  "orbital_gap_ha": [0.357, 0.357],
  "lumo_ev": [0.4, 0.4]
}